[1]
Density functional theory data (ωB97M-V/def2-TZVPD) for a 4-piece molecular cluster, C20H41N2O5 overall.

XYZ file:
```
68
Properties=species:S:1:pos:R:3:forces:R:3
C 1.1107 -1.9806 4.1093 -0.1 0.0 -0.1
C 0.8038 -0.6730 3.3851 -0.3 0.1 0.1
O 1.7421 0.0988 3.1963 0.0 0.0 0.0
N -0.4621 -0.4849 2.8789 0.4 -0.3 -0.3
C -1.5008 -1.3773 3.3718 0.1 0.0 0.0
C -0.5882 -0.3952 1.3140 -0.2 0.2 0.2
O -1.9807 -0.0824 1.1000 0.1 0.0 0.0
C 0.2350 0.7759 0.7880 -0.1 0.2 0.0
C 1.0355 0.4574 -0.4814 -0.1 0.0 0.0
C 1.9799 -0.7294 -0.3055 0.0 0.1 0.2
C 2.2061 -1.5380 -1.5729 -0.1 0.0 0.0
N 2.4176 -0.7211 -2.7830 0.2 0.0 0.0
H 0.9994 -2.7750 3.3604 0.0 0.0 0.1
H 2.1362 -1.9442 4.4653 0.0 0.0 0.0
H 0.4451 -2.2190 4.9332 0.0 0.0 0.1
H -1.3466 -1.6159 4.4211 0.0 0.0 0.0
H -2.4633 -0.8800 3.2892 0.0 0.0 -0.1
H -1.5468 -2.2945 2.7657 0.0 0.0 0.1
H -2.1572 0.7911 1.5011 0.0 0.1 -0.1
H 0.9008 1.1628 1.5554 0.1 -0.1 0.0
H -0.4611 1.5967 0.5333 0.0 0.1 0.1
H 0.3045 0.2533 -1.2741 0.1 -0.1 0.0
H 1.6100 1.3349 -0.7935 -0.1 0.0 -0.1
H 2.9330 -0.3984 0.1240 0.0 0.1 0.0
H 1.4994 -1.3920 0.4215 0.1 0.0 0.0
H 1.3282 -2.1826 -1.6816 0.1 -0.1 -0.2
H 3.0869 -2.1759 -1.4509 -0.1 0.0 0.0
H 2.9870 -1.2300 -3.4469 -0.1 0.0 0.0
H 1.5318 -0.5383 -3.2384 0.0 0.1 0.1
C -1.2259 -4.9142 -3.6410 0.0 0.0 0.0
C -2.3521 -4.3897 -2.7497 0.0 0.0 0.0
C -1.6732 -3.2110 -2.0603 0.0 0.0 0.0
O -0.7327 -2.7013 -3.0095 0.0 0.2 -0.1
C -0.5566 -3.6144 -4.0803 0.0 -0.1 0.1
H -1.5713 -5.5154 -4.4825 0.0 0.0 0.0
H -0.5305 -5.5148 -3.0510 0.0 0.0 0.0
H -3.1893 -4.0455 -3.3617 0.0 0.0 0.0
H -2.7262 -5.1273 -2.0403 0.0 0.0 0.0
H -1.1409 -3.5191 -1.1559 0.0 0.0 0.0
H -2.3535 -2.4064 -1.7842 0.0 0.0 0.0
H -1.0279 -3.2156 -4.9877 0.0 0.0 0.0
H 0.5131 -3.7268 -4.2716 0.0 0.0 0.0
C 4.7141 2.0218 1.8556 0.0 0.0 0.0
C 5.8718 2.6655 1.0940 0.0 0.0 0.0
C 5.2046 2.9984 -0.2369 0.0 0.0 0.0
O 3.8439 3.2826 0.0582 0.0 0.1 0.0
C 3.5326 2.8624 1.3940 0.0 -0.1 0.0
H 4.8337 2.0321 2.9379 0.0 0.0 0.0
H 4.5742 0.9865 1.5407 0.0 0.0 0.0
H 6.1982 3.5805 1.5954 0.0 0.0 0.0
H 6.7363 2.0116 0.9758 0.0 0.0 0.0
H 5.2580 2.1472 -0.9258 0.0 0.0 0.0
H 5.6439 3.8684 -0.7319 0.0 0.0 0.0
H 3.4012 3.7519 2.0208 0.0 0.0 0.0
H 2.6024 2.2975 1.3847 0.0 0.0 0.0
C -5.3267 2.3521 -0.9319 0.1 0.0 0.0
C -4.9436 3.8283 -0.8370 0.0 0.0 0.0
C -4.6985 3.9773 0.6611 0.0 0.0 0.0
O -4.2167 2.7210 1.1143 0.0 0.0 0.1
C -4.3836 1.7305 0.0906 -0.1 0.0 0.0
H -5.1890 1.9316 -1.9278 0.0 0.0 0.0
H -6.3697 2.2104 -0.6382 0.0 0.0 0.0
H -4.0215 4.0127 -1.3915 0.0 0.0 0.0
H -5.7110 4.5092 -1.2061 0.0 0.0 0.0
H -5.6315 4.2244 1.1842 0.0 0.0 0.0
H -3.9594 4.7443 0.9014 0.0 0.0 0.0
H -3.4119 1.4865 -0.3457 0.0 0.0 0.0
H -4.7711 0.8237 0.5546 0.0 0.0 0.0
```
Positions in Å, forces in eV/Å.

Output
highest occupied orbital energy	-1.88	eV
charge	-1
LUMO	2.9	eV

***

[2]
Density functional theory data (ωB97M-V/def2-TZVPD) for C20H41N2P3SSc as an isolated structure.

XYZ file:
```
68
Properties=species:S:1:pos:R:3:forces:R:3
Sc -0.4267 -0.0448 -1.2812 1.2 -0.1 2.0
P 1.9253 0.5963 0.0235 2.5 0.6 1.7
P -2.4386 1.8106 -0.7756 -2.8 1.1 -0.3
P 0.5333 1.7245 -2.9683 0.0 -0.3 -0.1
H 0.3384 -5.2934 0.9335 0.3 0.4 -0.3
C 0.8015 -4.6664 0.1553 0.9 -0.5 -0.3
C 2.0199 -4.1143 0.3323 -1.2 -0.2 -0.7
H 2.5735 -4.2322 1.2506 0.0 0.1 0.2
C 2.5129 -0.5856 1.3232 -0.5 -0.8 0.0
C 2.0566 2.1266 1.0573 -1.1 0.6 -0.2
C 3.5673 0.7553 -0.8297 -0.2 -0.3 -1.0
C -3.9592 1.3495 -1.7014 0.0 0.2 0.1
C -3.1507 2.0097 0.9015 0.6 -0.9 0.7
C -2.3052 3.5874 -1.2245 1.1 0.3 -0.6
C 1.8974 0.9077 -3.8439 0.4 -0.6 -0.3
C 1.1386 3.3880 -2.6418 0.0 0.3 0.4
C -0.7065 1.9300 -4.2704 -0.1 0.1 -0.3
H 0.3367 -4.7464 -0.8518 0.2 0.4 0.8
H 2.4990 -3.5462 -0.4788 -0.1 -0.4 0.4
H 2.2731 -1.6097 1.0193 0.1 0.0 0.0
H 1.9812 -0.4283 2.2677 0.1 0.1 -0.2
H 3.6013 -0.5350 1.5048 -0.6 0.3 -0.2
H 1.4002 2.0653 1.9348 0.2 -0.2 -0.1
H 1.6664 2.9861 0.5001 0.3 0.0 0.0
H 3.0798 2.3534 1.3927 -0.3 -0.4 -0.2
H 3.6624 -0.0619 -1.5538 0.1 0.0 0.2
H 4.4159 0.6861 -0.1267 -0.6 0.1 -0.2
H 3.6605 1.6705 -1.4236 -0.1 0.0 0.3
H -4.7376 2.1087 -1.5472 0.1 -0.3 -0.1
H -4.2801 0.3751 -1.3173 -0.2 0.2 -0.1
H -3.7250 1.2249 -2.7653 -0.2 0.2 0.1
H -4.0262 2.6806 0.9367 0.4 -0.2 -0.5
H -2.3856 2.3817 1.5915 -0.2 0.0 -0.1
H -3.4604 1.0163 1.2447 0.0 0.2 0.1
H -3.2663 4.0861 -1.0361 0.2 -0.4 0.1
H -2.0460 3.7385 -2.2789 -0.2 -0.1 0.2
H -1.5128 4.0739 -0.6412 -0.3 -0.1 0.0
H 1.6480 0.8408 -4.9094 0.2 0.2 0.1
H 2.0690 -0.1221 -3.4955 -0.1 0.4 -0.1
H 2.8350 1.4540 -3.7068 -0.2 0.0 -0.1
H 1.2591 3.8795 -3.6142 0.1 0.1 0.3
H 2.1020 3.3521 -2.1162 -0.2 0.0 -0.2
H 0.4371 3.9471 -2.0109 0.2 0.0 -0.3
H -0.8128 0.9893 -4.8400 0.1 0.5 0.1
H -0.3154 2.7422 -4.8940 -0.3 -0.3 -0.3
H -1.6846 2.2353 -3.8910 0.1 0.0 -0.1
C -0.2983 -2.4032 -3.6768 0.9 -0.7 -0.3
C -1.4123 -1.9422 -4.4711 -0.9 0.2 0.3
C -1.7388 -2.5344 -5.7035 -1.1 1.1 0.8
C -1.0175 -3.6221 -6.1886 0.6 -0.5 -0.6
C 0.0561 -4.1221 -5.4771 0.2 -0.3 -0.3
C 0.3444 -3.5117 -4.2856 1.6 -1.1 -0.1
S 0.7066 -2.0322 -2.1994 -2.2 -0.2 -1.9
H -2.2427 0.1024 -1.6068 -0.1 0.3 0.2
H -2.1219 -1.2297 -4.0529 0.2 0.2 -0.2
H -2.6336 -2.2339 -6.3214 1.1 0.0 1.1
H -1.2527 -4.0872 -7.1327 -0.3 0.1 -0.2
H 0.6700 -4.9373 -5.9172 -0.5 0.6 0.7
H 1.2157 -3.8701 -3.7810 0.4 -0.3 0.3
N -1.0607 -2.2001 1.0284 0.3 0.2 0.2
C -1.1560 -2.5666 2.3197 0.2 1.0 -0.3
C -1.0713 -1.3920 3.0666 0.1 0.4 -0.7
C -0.8963 -0.3577 2.1159 0.0 -1.6 -0.1
N -0.8331 -0.8795 0.8439 -0.7 0.8 1.2
H -1.0372 -2.7627 0.2064 0.1 -0.8 -0.1
H -1.2271 -3.5986 2.6225 -0.2 0.0 -0.1
H -1.0945 -1.3079 4.1515 -0.1 0.0 -0.4
H -0.8231 0.6876 2.3484 0.2 0.2 -0.3
```
Positions in Å, forces in eV/Å.

Output
ΔE to the lowest compared entry with this formula, charge and spin	276.21	kJ/mol
highest occupied orbital energy (alpha / beta)	-17.42 / -17.42	eV
charge	+3
LUMO (alpha / beta)	-11.7 / -12.1	eV

***

Number 1: energy -34620.04314 eV, maximum force 0.554 eV/A. Number 2: energy -83759.15171 eV, maximum force 3.106 eV/A.